# 1
{
  "formula": "C51H33N9O8P2Se2V",
  "method": "the ωB97M-V functional and the def2-TZVPD basis",
  "elements": ["V", "Se", "P", "C", "C", "C", "C", "C", "C", "C", "C", "C", "C", "C", "C", "C", "C", "N", "N", "N", "P", "Se", "C", "C", "C", "C", "C", "C", "C", "C", "C", "C", "C", "C", "H", "H", "H", "H", "H", "H", "H", "H", "H", "H", "H", "H", "H", "H", "H", "H", "H", "H", "H", "H", "N", "C", "C", "C", "C", "N", "C", "C", "H", "H", "H", "H", "N", "C", "C", "C", "N", "C", "N", "O", "C", "O", "C", "C", "C", "C", "O", "C", "O", "C", "C", "H", "H", "H", "H", "H", "O", "C", "O", "C", "C", "C", "C", "C", "C", "N", "O", "O", "H", "H", "H", "H"],
  "coordinates": [[-0.27, -0.74, 0.32], [5.47, -4.91, 0.37], [5.19, -2.96, 1.10], [6.19, -1.80, 0.13], [7.54, -1.58, 0.40], [8.32, -0.86, -0.49], [7.77, -0.36, -1.66], [6.43, -0.57, -1.94], [5.64, -1.30, -1.05], [5.62, -2.88, 2.86], [4.67, -2.53, 3.81], [4.98, -2.55, 5.16], [6.24, -2.94, 5.57], [7.18, -3.34, 4.63], [6.87, -3.33, 3.29], [3.50, -2.30, 0.94], [2.85, -1.08, 1.15], [1.59, -1.28, 0.68], [1.49, -2.52, 0.22], [2.62, -3.15, 0.36], [3.35, 0.52, 1.84], [2.45, 2.13, 0.85], [2.94, 0.47, 3.60], [2.01, -0.43, 4.11], [1.70, -0.42, 5.47], [2.28, 0.53, 6.30], [3.17, 1.46, 5.79], [3.50, 1.43, 4.44], [5.17, 0.61, 1.75], [5.73, 1.19, 0.61], [7.10, 1.38, 0.54], [7.92, 1.00, 1.59], [7.36, 0.42, 2.72], [5.99, 0.22, 2.80], [7.97, -1.96, 1.31], [9.37, -0.70, -0.27], [8.38, 0.20, -2.35], [5.98, -0.18, -2.84], [4.60, -1.49, -1.28], [3.68, -2.25, 3.49], [4.22, -2.27, 5.88], [6.49, -2.95, 6.63], [8.16, -3.68, 4.96], [7.58, -3.72, 2.56], [1.53, -1.15, 3.46], [0.99, -1.14, 5.87], [2.02, 0.54, 7.35], [3.60, 2.21, 6.43], [4.19, 2.16, 4.04], [5.09, 1.52, -0.19], [7.53, 1.84, -0.35], [8.99, 1.16, 1.54], [8.00, 0.13, 3.55], [5.57, -0.22, 3.69], [-8.27, -0.05, -2.90], [-7.17, -0.01, -2.58], [-5.78, 0.04, -2.18], [-4.86, 0.76, -2.92], [-3.54, 0.76, -2.49], [-3.12, 0.12, -1.41], [-4.02, -0.57, -0.71], [-5.36, -0.65, -1.05], [-5.16, 1.29, -3.81], [-2.79, 1.32, -3.04], [-3.64, -1.09, 0.17], [-6.05, -1.21, -0.45], [-0.79, -1.02, 2.08], [-1.28, -1.00, 3.14], [-1.83, -0.97, 4.39], [-1.48, -1.95, 5.35], [-1.18, -2.74, 6.13], [-2.75, 0.06, 4.75], [-3.49, 0.87, 5.09], [-1.58, -2.53, -2.95], [-0.79, -2.00, -2.20], [-1.01, -1.79, -0.92], [0.57, -1.56, -2.66], [1.10, -0.36, -2.22], [2.38, 0.06, -2.61], [3.07, -0.78, -3.45], [4.31, -0.60, -3.99], [4.59, -1.78, -4.74], [3.43, -2.61, -4.71], [2.54, -1.98, -3.89], [1.29, -2.40, -3.52], [0.51, 0.32, -1.61], [2.79, 1.00, -2.28], [5.44, -2.31, -4.29], [4.82, -1.51, -5.77], [0.87, -3.34, -3.86], [-2.55, 1.12, 1.48], [-1.69, 1.68, 0.82], [-0.65, 1.09, 0.28], [-1.77, 3.15, 0.58], [-2.81, 3.87, 1.15], [-2.91, 5.24, 0.96], [-1.96, 5.90, 0.19], [-0.93, 5.17, -0.37], [-0.81, 3.80, -0.19], [0.08, 5.87, -1.18], [0.07, 7.09, -1.17], [0.85, 5.19, -1.83], [-3.53, 3.33, 1.76], [-3.72, 5.80, 1.40], [-2.00, 6.97, 0.03], [0.01, 3.26, -0.63]],
  "lumo_energy_ev": [1.3, 1.3],
  "orbital_gap_ev": [7.364, 7.367],
  "max_force_ev_per_a": 2.38,
  "multiplicity": 3,
  "charge": -1,
  "total_energy_ev": -258173.1915
}

***

# 2
{
  "formula": "C5H14NO",
  "method": "the ωB97M-V functional and the def2-TZVPD basis",
  "elements": ["C", "C", "C", "C", "C", "N", "H", "H", "H", "H", "H", "H", "H", "H", "H", "H", "H", "H", "H", "H", "O"],
  "coordinates": [[0.40, -0.23, 1.31], [1.46, -0.96, 0.34], [1.62, -0.72, -1.22], [-0.19, 0.19, -2.74], [0.70, 0.39, -1.68], [-0.91, -0.54, 0.89], [0.51, -0.77, 2.33], [0.52, 0.83, 1.28], [1.20, -2.08, 0.61], [2.48, -0.83, 0.89], [2.63, -0.63, -1.68], [1.52, -1.79, -1.63], [-0.23, -0.72, -3.35], [-0.64, 1.06, -3.21], [1.04, 1.47, -1.90], [-0.97, -0.15, -0.05], [-1.59, 0.03, 1.41], [-1.28, -1.48, 0.89], [-3.42, 2.00, 2.36], [-2.35, 2.97, 2.57], [-2.52, 1.95, 2.57]],
  "lumo_energy_ev": -3.1,
  "orbital_gap_ev": 10.368,
  "max_force_ev_per_a": 4.99,
  "charge": 1,
  "total_energy_ev": -8940.4178,
  "de_lowest_ev": 3.590
}

***

# 3
{
  "formula": "C5H12N2",
  "method": "the ωB97M-V functional and the def2-TZVPD basis",
  "elements": ["C", "C", "C", "C", "N", "C", "N", "H", "H", "H", "H", "H", "H", "H", "H", "H", "H", "H", "H"],
  "coordinates": [[-1.52, 0.74, -0.78], [-0.01, 0.87, -0.58], [0.59, -0.40, 0.00], [1.41, -0.25, 1.05], [1.89, -1.29, 1.87], [0.08, -1.72, -0.52], [-2.21, 2.01, -1.00], [-1.99, 0.31, 0.11], [-1.71, 0.05, -1.59], [0.27, 1.79, -0.07], [0.38, 0.97, -1.61], [1.80, 0.71, 1.30], [2.09, -1.04, 2.81], [1.74, -2.19, 1.46], [0.21, -1.72, -1.60], [0.69, -2.52, -0.09], [-0.95, -1.89, -0.25], [-2.10, 2.53, -0.13], [-1.59, 2.54, -1.61]],
  "lumo_energy_ev": 1.0,
  "orbital_gap_ev": 8.634,
  "max_force_ev_per_a": 2.08,
  "smiles": "C/C(=C\\N)CCN",
  "charge": 0,
  "total_energy_ev": -8358.9312,
  "de_lowest_ev": 1.205
}

***

# 4
{
  "formula": "C7H10N2O4S",
  "method": "the ωB97M-V functional and the def2-TZVPD basis",
  "elements": ["C", "C", "C", "C", "C", "C", "C", "N", "N", "O", "O", "O", "O", "S", "H", "H", "H", "H", "H", "H", "H", "H", "H", "H"],
  "coordinates": [[-0.95, 0.23, 0.85], [-0.28, 2.02, 2.67], [1.47, 0.32, -0.44], [1.00, 1.50, 0.29], [1.30, -1.50, -2.20], [-0.54, -0.66, -1.57], [0.78, -0.04, -1.73], [-0.20, 1.18, 1.11], [-0.03, -1.98, -1.90], [-1.11, 1.43, 3.29], [0.48, 2.94, 2.60], [-3.27, 0.49, 1.78], [-2.33, -1.87, 1.45], [-2.11, -0.28, 2.13], [2.47, 0.38, -0.72], [1.37, -0.47, 0.16], [1.69, 2.15, 0.94], [0.62, 2.41, -0.39], [1.56, -1.63, -3.22], [2.10, -1.78, -1.54], [-1.54, -0.31, -1.62], [0.68, 0.76, -2.51], [-0.41, -2.91, -1.70], [-2.74, -2.35, 2.27]],
  "lumo_energy_ev": [-0.8, -0.8],
  "orbital_gap_ev": [6.791, 6.795],
  "max_force_ev_per_a": 5.15,
  "charge": 0,
  "total_energy_ev": -29420.4303,
  "de_lowest_ev": 4.599
}

***

# 5
{
  "formula": "C5H8O2",
  "method": "the ωB97M-V functional and the def2-TZVPD basis",
  "elements": ["C", "C", "O", "C", "C", "C", "O", "H", "H", "H", "H", "H", "H", "H", "H"],
  "coordinates": [[-1.88, -0.21, -0.23], [-0.68, 0.63, 0.11], [-0.26, 0.49, 1.48], [1.10, 0.39, 1.07], [1.29, -0.93, 0.38], [0.71, 0.25, -0.37], [1.29, 0.74, -1.53], [-1.69, -1.25, 0.04], [-2.75, 0.15, 0.33], [-2.10, -0.14, -1.30], [-0.83, 1.69, -0.11], [1.78, 1.01, 1.63], [2.29, -1.17, 0.01], [0.70, -1.78, 0.72], [1.04, 0.13, -2.24]],
  "lumo_energy_ev": 0.8,
  "orbital_gap_ev": 10.085,
  "max_force_ev_per_a": 0.51,
  "charge": 0,
  "total_energy_ev": -9407.2782,
  "de_lowest_ev": 2.554
}

***

# 6
{
  "formula": "C4H8FeMgO3",
  "method": "the ωB97M-V functional and the def2-TZVPD basis",
  "elements": ["O", "Fe", "Mg", "O", "O", "C", "C", "C", "C", "H", "H", "H", "H", "H", "H", "H", "H"],
  "coordinates": [[2.34, 2.12, -0.09], [3.42, 0.67, 0.24], [0.97, 1.21, 0.86], [1.99, -0.46, 0.30], [-0.61, -0.06, 0.49], [-1.81, 0.46, -0.10], [-0.18, -1.33, -0.02], [-1.57, 1.85, -0.55], [1.24, -1.62, 0.44], [-2.62, 0.39, 0.65], [-2.12, -0.18, -0.94], [-0.18, -1.26, -1.12], [-0.89, -2.10, 0.31], [-0.51, 2.30, -0.74], [1.29, -1.96, 1.49], [1.63, -2.45, -0.18], [-2.39, 2.40, -1.04]],
  "lumo_energy_ev": [-4.5, -4.6],
  "orbital_gap_ev": [8.191, 8.383],
  "max_force_ev_per_a": 2.31,
  "multiplicity": 6,
  "charge": 1,
  "total_energy_ev": -50243.5214
}

***

# 7
{
  "formula": "C3H12N2O",
  "method": "the ωB97M-V functional and the def2-TZVPD basis",
  "elements": ["N", "C", "C", "C", "N", "H", "H", "H", "H", "H", "H", "H", "H", "H", "H", "H", "H", "O"],
  "coordinates": [[-0.08, -2.42, 1.11], [0.63, -1.30, 0.45], [-0.27, -0.41, -0.39], [0.57, 0.43, -1.41], [-0.36, 1.13, -2.31], [-0.40, -3.04, 0.38], [-0.86, -2.05, 1.64], [1.32, -1.84, -0.19], [1.20, -0.68, 1.15], [-0.94, -1.00, -1.01], [-0.83, 0.25, 0.26], [1.21, -0.25, -1.97], [1.16, 1.12, -0.82], [-0.93, 1.77, -1.76], [0.19, 1.86, -2.77], [-0.28, 1.57, 2.88], [-1.24, 2.27, 2.09], [-0.29, 2.10, 2.07]],
  "lumo_energy_ev": 0.6,
  "orbital_gap_ev": 9.697,
  "max_force_ev_per_a": 1.71,
  "smiles": "NCCCN.O",
  "charge": 0,
  "total_energy_ev": -8332.8553,
  "de_lowest_ev": 0.467
}

***

# 8
{
  "formula": "C5H8O",
  "method": "the ωB97M-V functional and the def2-TZVPD basis",
  "elements": ["C", "C", "C", "O", "C", "C", "H", "H", "H", "H", "H", "H", "H", "H"],
  "coordinates": [[0.36, -1.14, -0.39], [-1.05, -0.55, -0.29], [-0.91, 0.69, 0.62], [-0.62, 0.47, 1.91], [0.51, 1.09, 0.46], [1.24, 0.07, -0.24], [0.56, -1.71, -1.31], [0.57, -1.81, 0.46], [-1.40, -0.23, -1.28], [-1.77, -1.27, 0.12], [-1.67, 1.46, 0.39], [1.04, 2.00, 0.71], [0.81, 0.99, -0.99], [2.33, -0.06, -0.17]],
  "lumo_energy_ev": 0.8,
  "orbital_gap_ev": 9.518,
  "max_force_ev_per_a": 2.50,
  "charge": 0,
  "total_energy_ev": -7358.5887,
  "de_lowest_ev": 3.667
}

***

# 9
{
  "formula": "C7H15N3O3P",
  "method": "the ωB97M-V functional and the def2-TZVPD basis",
  "elements": ["C", "C", "C", "C", "C", "C", "C", "N", "N", "N", "O", "O", "O", "P", "H", "H", "H", "H", "H", "H", "H", "H", "H", "H", "H", "H", "H", "H", "H"],
  "coordinates": [[-2.47, -0.93, 0.14], [-1.88, 1.67, -0.01], [2.12, 2.69, 0.43], [1.35, -4.09, 0.37], [2.21, 1.27, -0.11], [0.34, -3.15, -0.22], [-1.44, 0.00, 0.63], [-3.45, -1.44, -0.18], [-2.47, 2.48, 0.77], [-1.64, 1.81, -1.27], [-0.08, -0.35, -1.80], [1.05, 0.59, 0.44], [0.76, -1.83, 0.08], [0.13, -0.45, -0.36], [1.33, 3.14, -0.22], [1.77, 2.97, 1.43], [2.94, 3.33, -0.03], [1.88, -3.53, 1.17], [0.77, -4.83, 0.80], [2.01, -4.76, -0.34], [3.19, 0.72, 0.08], [2.01, 1.40, -1.11], [-0.73, -3.25, 0.13], [0.25, -3.16, -1.35], [-1.44, 0.06, 1.68], [-2.61, 2.37, 1.86], [-2.76, 3.40, 0.65], [-1.10, 1.20, -1.87], [-2.02, 2.66, -1.79]],
  "lumo_energy_ev": -3.6,
  "orbital_gap_ev": 10.453,
  "max_force_ev_per_a": 5.56,
  "smiles": "CCOP(=O)(OCC)[C@H](C#N)C(N)=[NH2+]",
  "charge": 1,
  "total_energy_ev": -27397.0611,
  "de_lowest_ev": 1.386
}

***

# 10
{
  "formula": "C2H12NO4",
  "method": "the ωB97M-V functional and the def2-TZVPD basis",
  "elements": ["C", "N", "C", "O", "H", "H", "H", "H", "H", "H", "H", "H", "O", "H", "H", "O", "H", "H", "O"],
  "coordinates": [[0.70, 0.75, 1.94], [1.33, -0.09, 0.94], [0.77, -1.44, 1.00], [-0.29, -1.83, 0.16], [0.93, 0.21, 2.85], [-0.41, 0.86, 1.83], [1.11, 1.74, 1.90], [1.08, 0.22, -0.01], [0.24, -1.49, 1.95], [1.61, -2.14, 0.86], [-2.17, 0.78, -1.95], [-1.21, -0.23, -2.15], [-2.21, -0.09, -2.36], [0.73, -0.41, -2.70], [-0.40, -1.13, -0.62], [0.33, -0.19, -1.87], [-0.36, 1.10, -1.16], [-0.91, 1.54, 0.14], [-0.89, 1.86, -0.75]],
  "lumo_energy_ev": 3.8,
  "orbital_gap_ev": 9.039,
  "max_force_ev_per_a": 2.84,
  "charge": -1,
  "total_energy_ev": -11949.1755,
  "de_lowest_ev": 1.026
}

***

# 11
{
  "formula": "O4PS",
  "method": "the ωB97M-V functional and the def2-TZVPD basis",
  "elements": ["O", "O", "O", "O", "P", "S"],
  "coordinates": [[-0.15, 0.15, -1.19], [2.84, 0.23, 0.34], [-0.41, 0.36, 1.07], [-1.59, -1.64, -0.05], [0.70, 1.12, -0.02], [-1.39, -0.22, -0.15]],
  "lumo_energy_ev": [3.4, 3.4],
  "orbital_gap_ev": [7.067, 7.039],
  "max_force_ev_per_a": 5.27,
  "charge": -1,
  "total_energy_ev": -28311.7540,
  "de_lowest_ev": 5.340
}

***

# 12
{
  "formula": "C17H30FN3O6S",
  "method": "the ωB97M-V functional and the def2-TZVPD basis",
  "elements": ["C", "C", "C", "C", "O", "N", "C", "C", "F", "C", "O", "N", "C", "C", "S", "O", "O", "O", "C", "C", "N", "O", "C", "C", "C", "C", "C", "C", "H", "H", "H", "H", "H", "H", "H", "H", "H", "H", "H", "H", "H", "H", "H", "H", "H", "H", "H", "H", "H", "H", "H", "H", "H", "H", "H", "H", "H", "H"],
  "coordinates": [[3.00, 3.48, 1.47], [2.47, 2.63, 0.31], [3.40, 1.43, 0.10], [3.03, 0.68, -1.16], [3.11, 1.18, -2.27], [2.53, -0.57, -1.00], [2.12, -1.37, 0.15], [1.15, -2.11, -0.81], [1.31, -3.48, -0.83], [-0.31, -1.70, -0.55], [-0.79, -0.79, -1.20], [-0.97, -2.27, 0.49], [-2.32, -1.78, 0.74], [-3.33, -2.23, -0.31], [-4.96, -1.69, 0.09], [-5.85, -2.03, -0.97], [-5.23, -2.04, 1.45], [-4.79, -0.10, 0.08], [-0.50, -3.43, 1.21], [-0.80, -4.75, 0.48], [-0.21, -5.84, 1.04], [-1.53, -4.80, -0.48], [1.81, -1.38, -1.98], [1.01, 2.21, 0.52], [-0.06, 3.04, -0.21], [0.07, 4.53, 0.12], [-1.43, 2.54, 0.25], [0.05, 2.83, -1.72], [3.01, 2.89, 2.39], [4.01, 3.83, 1.28], [2.36, 4.35, 1.64], [2.54, 3.23, -0.61], [4.43, 1.78, -0.03], [3.38, 0.78, 0.98], [2.90, -2.03, 0.53], [1.65, -0.82, 0.97], [-2.63, -2.14, 1.72], [-2.29, -0.69, 0.77], [-3.08, -1.83, -1.29], [-3.38, -3.32, -0.38], [-5.08, 0.24, -0.77], [0.58, -3.37, 1.39], [-0.98, -3.45, 2.18], [0.52, -5.74, 1.71], [-0.29, -6.71, 0.54], [1.14, -0.81, -2.62], [2.45, -2.04, -2.56], [0.86, 1.17, 0.18], [0.79, 2.22, 1.59], [1.01, 4.94, -0.23], [-0.74, 5.09, -0.36], [-0.01, 4.70, 1.20], [-1.56, 1.48, 0.00], [-1.56, 2.66, 1.33], [-2.23, 3.09, -0.25], [-0.09, 1.78, -1.97], [-0.72, 3.41, -2.24], [1.02, 3.14, -2.11]],
  "lumo_energy_ev": 0.2,
  "orbital_gap_ev": 9.825,
  "max_force_ev_per_a": 0.17,
  "smiles": "C[C@@H](CC(=O)N1CC(F)(C(=O)N(CCS(=O)(=O)O)CC(N)=O)C1)CC(C)(C)C",
  "charge": 0,
  "total_energy_ev": -48424.9641,
  "de_lowest_ev": 0.160
}